Below is the molecule C25H18ClN5O2 at a distorted geometry, with properties calculated with ωB97M-V with the def2-TZVPD basis set.

Each line ends with the Mulliken charge.
Atoms and positions in Å:
C  2.2876  3.3811  0.0090  -1.73
C  1.5245  2.0967  -0.0531  1.13
N  0.3259  2.1326  0.4537  -0.43
C  -0.3821  0.9930  0.3907  0.79
C  0.0563  -0.1898  -0.2078  0.47
C  1.3539  -0.2370  -0.8019  -0.67
O  1.8849  -1.1389  -1.4080  -0.66
N  2.0663  0.9960  -0.6245  0.21
C  3.4294  0.9582  -1.1382  -1.11
C  4.2401  -0.1568  -0.5234  0.16
C  4.8765  -1.0871  -1.3362  -0.41
C  5.6355  -2.1093  -0.7994  -0.80
C  5.7699  -2.2244  0.5736  -0.41
C  5.1493  -1.3096  1.4034  -0.62
C  4.3974  -0.2850  0.8524  0.85
Cl  3.6536  0.8461  1.9390  -0.22
C  -1.0121  -1.1290  -0.0680  0.72
N  -1.1565  -2.3775  -0.4297  -0.72
C  -2.3387  -2.9438  -0.1081  0.20
C  -2.5662  -4.2872  -0.4726  -0.52
C  -3.7493  -4.8951  -0.1615  -0.51
C  -4.7562  -4.1946  0.5250  -0.45
C  -4.5716  -2.8918  0.8950  -0.54
C  -3.3649  -2.2337  0.5901  0.21
N  -3.2067  -0.9422  0.9692  -0.47
C  -2.0593  -0.4207  0.6358  0.29
N  -1.6368  0.8514  0.9048  0.22
C  -2.4284  1.8990  1.5122  -1.19
C  -3.0549  2.7687  0.4706  0.34
C  -2.5076  3.6880  -0.3764  -0.07
C  -3.5713  4.1632  -1.1809  -0.62
C  -4.6804  3.4954  -0.7633  -0.45
O  -4.3772  2.6480  0.2319  -0.33
H  2.5754  3.7144  -0.9867  0.36
H  1.6398  4.1268  0.4605  0.38
H  3.1793  3.2772  0.6243  0.36
H  3.9182  1.9112  -0.9412  0.43
H  3.3790  0.7917  -2.2189  0.35
H  4.7543  -1.0134  -2.4055  0.35
H  6.1141  -2.8222  -1.4527  0.38
H  6.3529  -3.0251  1.0021  0.38
H  5.2439  -1.3840  2.4758  0.42
H  -1.7778  -4.8021  -0.9990  0.47
H  -3.9212  -5.9239  -0.4423  0.38
H  -5.6830  -4.6976  0.7592  0.38
H  -5.3317  -2.3353  1.4214  0.45
H  -3.2110  1.4161  2.1009  0.40
H  -1.7668  2.4913  2.1496  0.39
H  -1.4779  3.9780  -0.4131  0.56
H  -3.5148  4.8981  -1.9574  0.42
H  -5.7035  3.5348  -1.0803  0.46

Values from the calculation:
SMILES = Cc1nc2c(c(=O)n1Cc1ccccc1Cl)c1nc3ccccc3nc1n2Cc1ccco1
orbital gap = 7.90 eV
LUMO = -0.24 eV
strongest force on any atom = 0.0240 Eh/bohr
HOMO = -0.299 Eh

=====

Below is a cluster of 2 separate species, C4H12 in total at a distorted geometry, with properties calculated with ωB97M-V with the def2-TZVPD basis set.

Each line ends with the Mulliken charge.
Atoms and positions in Å:
C  -0.0026  0.1354  2.1929  -0.67
C  0.7170  -1.1332  2.6730  -0.88
H  -0.7149  0.4330  2.9641  0.31
H  0.7008  0.9402  1.9794  0.27
H  -0.5783  -0.0500  1.2998  0.12
H  1.4961  -1.3981  1.9645  0.28
H  -0.0323  -1.9202  2.8144  0.27
H  1.1151  -1.0369  3.6626  0.31
C  -0.3640  0.6568  -1.6910  -0.74
C  -0.3185  0.3546  -3.1993  -0.92
H  0.5874  1.0469  -1.3365  0.30
H  -1.1717  1.3378  -1.4881  0.31
H  -0.5616  -0.2457  -1.1106  0.21
H  -1.3081  0.2861  -3.6366  0.29
H  0.2160  -0.5734  -3.4060  0.28
H  0.2197  1.1667  -3.6828  0.27

Values from the calculation:
SMILES = CC.CC
orbital gap = 12.85 eV
energy relative to the best compared isomer or geometry (same formula, charge and spin) = 13.2 kJ/mol
LUMO = 1.14 eV
strongest force on any atom = 0.0207 Eh/bohr
HOMO = -0.430 Eh

=====

Below is the molecule C21H27N3O3S at a distorted geometry, with properties calculated with ωB97M-V with the def2-TZVPD basis set.

Each line ends with the Mulliken charge.
Atoms and positions in Å:
C  4.7794  0.2282  2.8270  -1.60
C  3.9511  0.1364  1.5817  0.99
C  3.9435  -1.0332  0.8275  -0.77
C  3.1865  -1.1322  -0.3211  -0.56
C  2.4116  -0.0553  -0.7472  0.35
C  2.4199  1.1227  -0.0087  -0.15
C  3.1821  1.2052  1.1434  -0.89
H  3.1745  2.1249  1.7106  0.33
H  1.8260  1.9628  -0.3269  0.47
N  1.6551  -0.2221  -1.9140  0.08
C  0.6187  0.5416  -2.3328  0.33
O  0.2215  1.5580  -1.7955  -0.51
C  -0.0795  -0.0340  -3.5420  -1.11
H  -0.8416  0.6487  -3.9083  0.44
H  0.6180  -0.2946  -4.3360  0.50
S  -0.9117  -1.6390  -3.0629  0.27
O  0.1934  -2.4396  -2.5314  -0.59
C  -1.8849  -0.9662  -1.6132  -0.17
C  -1.3674  -1.6147  -0.3418  0.03
O  -1.7107  -2.7283  -0.0064  -0.67
N  -0.4781  -0.8662  0.3368  1.59
H  -0.3344  0.1035  0.0962  -0.61
C  0.1852  -1.3758  1.5195  -0.67
C  -0.7425  -1.5460  2.7251  -0.75
H  -1.5635  -2.2028  2.4384  0.38
H  -0.1742  -2.0406  3.5145  0.50
C  -1.2925  -0.2246  3.2832  -0.86
N  -2.2896  0.4030  2.4501  0.13
C  -1.9975  1.3909  1.5331  0.63
C  -2.8686  1.6631  0.4676  -0.26
C  -2.6236  2.6984  -0.4142  -0.79
C  -1.5051  3.4992  -0.2793  -0.63
C  -0.6258  3.2343  0.7552  -0.62
C  -0.8586  2.2026  1.6416  -0.07
H  -0.1430  2.0467  2.4340  0.19
H  0.2586  3.8426  0.8793  0.41
H  -1.3149  4.3033  -0.9715  0.40
H  -3.3204  2.8745  -1.2221  0.40
H  -3.7474  1.0581  0.3137  0.42
C  -3.5334  -0.3228  2.3479  -1.27
H  -3.5601  -1.0104  1.4942  0.32
H  -3.6719  -0.9053  3.2576  0.31
H  -4.3669  0.3763  2.2652  0.46
H  -0.4643  0.4611  3.4548  0.27
H  -1.7539  -0.4290  4.2573  0.39
H  0.5972  -2.3580  1.2664  0.41
H  1.0056  -0.6977  1.7589  -0.03
H  -2.9086  -1.2894  -1.7957  0.56
H  -1.8275  0.1185  -1.5878  -0.13
H  1.6996  -1.1603  -2.3065  0.26
H  3.1787  -2.0503  -0.8906  0.42
H  4.5366  -1.8767  1.1495  0.39
H  4.5911  -0.6254  3.4763  0.35
H  4.5600  1.1411  3.3749  0.35
H  5.8396  0.2255  2.5746  0.35

Values from the calculation:
orbital gap = 8.04 eV
energy relative to the best compared isomer or geometry (same formula, charge and spin) = 160.2 kJ/mol
LUMO = 0.54 eV
strongest force on any atom = 0.0302 Eh/bohr
HOMO = -0.276 Eh